# 1
4 unconnected molecules or ions with the total composition CH11N2O3, computed with wB97M-V/def2-TZVPD.

ORCA input file:
```
! RIJCOSX wB97M-V def2-TZVPD def2/J DEFGRID3
* xyz 2 2
N 1.011 0.173 0.271
C 0.784 1.467 0.560
N -0.149 2.130 -0.069
H 0.255 -0.422 -0.113
H 2.003 -0.169 0.106
H 1.267 1.928 1.417
H -0.334 3.069 0.296
H -0.745 1.604 -0.721
H 3.139 -1.890 -0.840
H 4.207 -0.829 -0.667
O 3.334 -1.088 -0.347
H -2.152 0.102 -1.864
H -2.376 -0.509 -0.493
O -1.691 -0.062 -1.035
H -2.927 -2.742 0.916
H -3.308 -1.447 1.622
O -2.878 -1.776 0.833
*
```

Calculated values
Relative energy (zero: lowest compared OMol25 entry of this formula, charge and spin) (kcal/mol): 0.0
Largest force on an atom (eV/A): 2.3
HOMO energy (spin up / spin down) (eV): -18.489 / -18.475
E_LUMO (spin up / spin down) (eV): -10.18 / -14.51

=====

# 2
2 unconnected molecules or ions with the total composition C5H6N, computed with wB97M-V/def2-TZVPD.

ORCA input file:
```
! RIJCOSX wB97M-V def2-TZVPD def2/J DEFGRID3
* xyz 1 1
C 2.325 -1.035 0.758
C 1.023 -0.750 1.149
C -1.720 0.108 0.042
C 2.107 0.197 -0.005
C 0.880 -0.440 -0.209
N -2.294 0.875 -0.773
H 3.030 -1.820 0.692
H -0.555 -0.192 -0.055
H -2.402 -0.284 0.855
H 2.698 1.080 -0.112
H -1.800 1.356 -1.493
H -3.292 0.906 -0.848
*
```

Calculated values
Relative energy (zero: lowest compared OMol25 entry of this formula, charge and spin) (kcal/mol): 183.5
Largest force on an atom (eV/A): 3.7
HOMO energy (eV): -13.317
E_LUMO (eV): -4.44

=====

# 3
A molecular structure, C34H43BN2O3STi, computed with wB97M-V/def2-TZVPD.

ORCA input file:
```
! RIJCOSX wB97M-V def2-TZVPD def2/J DEFGRID3
* xyz 2 1
Ti 0.227 -1.263 0.275
C -0.422 -7.951 -1.380
C 0.901 -7.466 -0.762
C 1.156 -8.203 0.564
C 2.046 -7.771 -1.729
C 0.773 -5.982 -0.474
C -0.201 -5.518 0.419
C -0.323 -4.175 0.663
N 0.477 -3.269 0.067
C 1.440 -3.684 -0.785
C 1.591 -5.022 -1.074
C 2.260 -2.605 -1.393
C 3.361 -2.843 -2.191
C 4.087 -1.785 -2.737
C 3.643 -0.496 -2.432
C 2.543 -0.321 -1.628
N 1.857 -1.350 -1.112
C 5.312 -1.991 -3.613
C 6.521 -1.352 -2.908
C 5.603 -3.472 -3.858
C 5.073 -1.298 -4.964
H -0.348 -9.019 -1.588
H -0.631 -7.437 -2.320
H -1.267 -7.803 -0.707
H 1.265 -9.269 0.364
H 0.332 -8.083 1.268
H 2.073 -7.853 1.041
H 2.098 -8.846 -1.890
H 3.012 -7.456 -1.329
H 1.891 -7.305 -2.705
H -0.866 -6.202 0.926
H -1.063 -3.787 1.351
H 2.353 -5.332 -1.771
H 3.667 -3.858 -2.387
H 4.155 0.376 -2.813
H 2.193 0.673 -1.375
H 6.713 -1.827 -1.944
H 6.380 -0.283 -2.743
H 7.407 -1.477 -3.530
H 5.828 -4.003 -2.930
H 6.478 -3.561 -4.500
H 4.775 -3.971 -4.367
H 4.935 -0.221 -4.855
H 4.199 -1.710 -5.472
H 5.940 -1.454 -5.605
C -1.484 -0.918 -3.824
C -1.880 -0.273 -2.522
C -1.612 1.216 -2.520
O -0.996 -0.847 -1.426
B -1.802 -0.925 -0.300
O -3.098 -0.720 -0.502
C -3.295 -0.668 -1.976
C -3.729 -2.063 -2.388
C -4.370 0.351 -2.270
H -0.479 -0.602 -4.104
H -2.166 -0.592 -4.611
H -1.518 -2.003 -3.769
H -0.556 1.399 -2.718
H -1.886 1.675 -1.569
H -2.186 1.700 -3.310
H -2.958 -2.806 -2.174
H -3.965 -2.100 -3.451
H -4.625 -2.329 -1.829
H -4.147 1.317 -1.822
H -5.319 -0.002 -1.870
H -4.485 0.478 -3.348
C 1.791 3.520 10.189
C 1.636 2.944 8.812
O 0.845 3.302 7.992
S 2.786 1.564 8.536
C 2.290 1.015 6.935
C 2.175 1.900 5.861
C 1.805 1.427 4.622
C 1.564 0.057 4.438
C 1.700 -0.832 5.511
C 2.055 -0.348 6.754
C 1.173 -0.417 3.168
C 0.831 -0.836 2.060
H 1.418 4.542 10.191
H 2.827 3.489 10.522
H 1.192 2.926 10.881
H 2.371 2.952 6.004
H 1.702 2.107 3.787
H 1.511 -1.887 5.368
H 2.141 -1.023 7.595
*
```

Calculated values
Relative energy (zero: lowest compared OMol25 entry of this formula, charge and spin) (kcal/mol): 11.8
Largest force on an atom (eV/A): 0.4
HOMO energy (eV): -12.712
E_LUMO (eV): -6.93